1.
Formula: C56H70BrN6O10P4TeTl
Source: the OMol25 dataset
Level of theory: the ωB97M-V functional and the def2-TZVPD basis

Values from the calculation:
Energy relative to the best compared isomer or geometry (same formula, charge and spin), kJ/mol: 0.0
LUMO energy, eV: -0.35
Orbital gap, eV: 6.93
Calculated total energy, eV: -207811.1074

Element x y z (Å)
Tl (0.028455, -0.414135, 0.949934)
C (3.439117, 4.485611, 1.429079)
C (2.832482, 4.114484, 2.762950)
C (3.224404, 5.056412, 3.882917)
O (1.382417, 4.161598, 2.602982)
P (0.545440, 2.904869, 3.087683)
O (0.986344, 1.633118, 2.481630)
C (-1.127915, 3.475396, 2.699040)
P (-2.005094, 2.439157, 1.513671)
O (-1.186200, 2.075521, 0.350717)
O (-2.447883, 1.172305, 2.335345)
C (-3.114623, 1.082880, 3.635301)
C (-4.537394, 1.604197, 3.583386)
C (-3.038897, -0.373449, 4.038569)
O (-3.364856, 3.177435, 1.199529)
C (-3.578504, 4.377544, 0.406973)
C (-2.502808, 4.617218, -0.639254)
C (-3.774286, 5.552241, 1.344714)
O (0.618998, 2.968316, 4.663046)
C (0.913789, 1.859179, 5.579680)
C (2.358091, 1.431709, 5.432858)
C (-0.071887, 0.721656, 5.409203)
H (4.524297, 4.553053, 1.524169)
H (3.053938, 5.453985, 1.101854)
H (3.205672, 3.738133, 0.667653)
H (3.119144, 3.090101, 3.015663)
H (2.963229, 6.082589, 3.615537)
H (4.300882, 5.001907, 4.053317)
H (2.707564, 4.794322, 4.805664)
H (-1.021428, 4.476218, 2.279662)
H (-1.706764, 3.543125, 3.621114)
H (-2.530960, 1.685231, 4.336881)
H (-5.111238, 1.053436, 2.837475)
H (-4.584870, 2.662834, 3.337164)
H (-4.997811, 1.447480, 4.560840)
H (-3.749699, -0.965811, 3.457596)
H (-3.292230, -0.468686, 5.096454)
H (-2.039955, -0.787687, 3.884718)
H (-4.519272, 4.174203, -0.102961)
H (-1.525164, 4.795955, -0.184583)
H (-2.774075, 5.496232, -1.225420)
H (-2.401252, 3.761085, -1.306067)
H (-2.846618, 5.804358, 1.863218)
H (-4.536227, 5.322597, 2.091283)
H (-4.097741, 6.426000, 0.778161)
H (0.771431, 2.324364, 6.553333)
H (2.545403, 1.058348, 4.425099)
H (2.577469, 0.633642, 6.141438)
H (3.036859, 2.264592, 5.631047)
H (0.036036, 0.227917, 4.440336)
H (-1.096819, 1.082505, 5.525219)
H (0.106979, -0.030511, 6.178647)
Te (-3.080692, 1.672962, -3.294639)
C (-4.798438, 1.239826, -4.441754)
C (-4.859010, 0.186425, -5.338764)
C (-6.028077, -0.002208, -6.061733)
N (-7.108818, 0.770228, -5.947694)
C (-7.036210, 1.778607, -5.078784)
C (-5.915063, 2.054556, -4.310610)
C (-2.163859, -0.284291, -3.450827)
P (-2.204031, -0.937784, -1.689559)
C (-4.025143, -1.182323, -1.484194)
C (-4.778104, -1.984938, -2.336705)
C (-6.140342, -2.148655, -2.131104)
C (-6.762850, -1.521465, -1.058978)
C (-6.017250, -0.737667, -0.190505)
C (-4.654496, -0.568865, -0.405337)
C (-1.717546, -2.699441, -1.872156)
C (-1.511351, -3.404823, -0.682102)
C (-1.123670, -4.736328, -0.704662)
C (-0.929928, -5.374580, -1.924512)
C (-1.131122, -4.682627, -3.111394)
C (-1.524116, -3.349054, -3.086963)
P (-0.615939, 0.170463, -4.052815)
C (0.317360, 1.623567, -3.493531)
C (0.792293, 1.743057, -2.189319)
C (1.362983, 2.935946, -1.763579)
C (1.471595, 4.006415, -2.634648)
C (0.990941, 3.897081, -3.937030)
C (0.405259, 2.719273, -4.364658)
C (-0.502469, 0.187587, -5.846812)
C (-1.664115, 0.432805, -6.577000)
C (-1.609232, 0.517377, -7.959927)
C (-0.399479, 0.348487, -8.616752)
C (0.761410, 0.113184, -7.891726)
C (0.718106, 0.045043, -6.507565)
H (-4.020574, -0.489756, -5.453285)
H (-6.104990, -0.827209, -6.763625)
H (-7.923198, 2.397629, -4.991076)
H (-5.928344, 2.882124, -3.609749)
H (-4.287753, -2.497086, -3.156699)
H (-6.719848, -2.761912, -2.810754)
H (-7.826422, -1.649218, -0.897291)
H (-6.500550, -0.261524, 0.654737)
H (-4.063476, 0.054193, 0.254198)
H (-1.671693, -2.928511, 0.281344)
H (-0.967740, -5.251311, 0.235904)
H (-0.616686, -6.411423, -1.951311)
H (-0.983742, -5.181213, -4.061932)
H (-1.674968, -2.810595, -4.017174)
H (0.705515, 0.920705, -1.491161)
H (1.685384, 3.020961, -0.732457)
H (1.920799, 4.935206, -2.303364)
H (1.070769, 4.734045, -4.619269)
H (0.011134, 2.649252, -5.369491)
H (-2.604928, 0.555593, -6.062195)
H (-2.513823, 0.714621, -8.521433)
H (-0.358422, 0.404996, -9.697636)
H (1.706030, -0.016945, -8.403978)
H (1.632129, -0.116110, -5.955267)
O (1.042771, -1.947262, -4.339278)
N (0.542725, -1.195373, -3.536758)
O (0.718308, -1.247275, -2.331938)
Br (4.635755, -1.889253, 5.016804)
C (3.424114, -3.071599, 4.139166)
C (3.858227, -4.353320, 3.848057)
C (2.974649, -5.227085, 3.225616)
C (1.686326, -4.818194, 2.913760)
C (1.269055, -3.524913, 3.200962)
C (2.149255, -2.638562, 3.815696)
C (-0.150544, -3.094972, 2.833607)
O (-0.892856, -3.957661, 2.359807)
O (-0.407033, -1.852327, 2.964860)
H (4.861262, -4.663695, 4.108117)
H (3.302068, -6.232287, 2.990940)
H (0.979594, -5.485022, 2.438525)
H (1.808685, -1.634764, 4.034971)
C (3.387001, -1.872546, 0.224064)
N (3.071503, -0.429331, 0.231134)
C (3.813780, 0.189906, 1.341196)
N (5.260025, -0.010993, 1.220398)
C (5.517796, -1.459113, 1.182132)
N (4.821585, -2.118451, 0.071389)
C (5.269461, -1.498770, -1.177380)
N (5.011559, -0.052371, -1.204037)
C (3.571402, 0.147187, -1.026792)
C (5.696621, 0.556732, -0.058295)
H (2.846735, -2.344517, -0.600163)
H (3.050889, -2.313820, 1.164848)
H (3.472199, -0.247967, 2.282971)
H (3.594970, 1.260407, 1.355412)
H (5.191624, -1.905308, 2.120440)
H (6.591737, -1.618764, 1.069768)
H (4.748840, -1.965041, -2.015885)
H (6.341841, -1.666497, -1.290016)
H (3.047060, -0.321249, -1.858540)
H (3.364344, 1.221322, -1.030799)
H (5.491181, 1.630283, -0.058912)
H (6.772246, 0.405058, -0.165183)

Atoms 1-6, force components in eV/Å:
0.092 -0.200 -0.119
0.045 0.003 -0.043
0.021 0.026 -0.027
-0.056 0.024 -0.055
0.047 0.015 0.068
0.046 0.094 -0.135



2.
Formula: C56H84O42
Source: the OMol25 dataset
Level of theory: the ωB97M-V functional and the def2-TZVPD basis

Values from the calculation:
Energy relative to the best compared isomer or geometry (same formula, charge and spin), kJ/mol: 0.0
LUMO energy, eV: -0.35
Orbital gap, eV: 9.63
Calculated total energy, eV: -145435.4226

Element x y z (Å)
C (-0.597487, 6.883314, 4.018831)
C (-1.597220, 5.996807, 3.316103)
C (-2.637821, 6.733284, 2.479108)
O (-2.664740, 6.008437, 1.248079)
C (-1.641211, 5.141205, 1.204332)
O (-1.461359, 4.380967, 0.297745)
O (-0.905478, 5.190545, 2.323217)
H (-0.062924, 7.442676, 3.243932)
H (0.133356, 6.280571, 4.557026)
H (-1.054290, 7.602382, 4.695540)
H (-2.031717, 5.244971, 3.973730)
H (-2.308628, 7.757883, 2.287583)
H (-3.612895, 6.746691, 2.954131)
C (-4.301264, 3.217792, -1.794198)
C (-3.498141, 3.230397, -3.073602)
C (-3.214910, 1.837691, -3.663064)
O (-4.067242, 1.748044, -4.800552)
C (-4.507490, 2.993766, -5.125608)
O (-5.029208, 3.267715, -6.153054)
O (-4.285151, 3.851510, -4.112947)
H (-3.790350, 2.686086, -0.990486)
H (-5.311942, 2.837447, -1.948913)
H (-4.402689, 4.246480, -1.439190)
H (-2.602692, 3.835379, -2.947329)
H (-3.424233, 1.052920, -2.940762)
H (-2.185875, 1.787201, -4.024038)
C (2.325907, -4.533677, -1.071406)
C (3.644342, -3.803865, -1.074850)
C (3.741137, -2.675252, -2.107595)
O (4.325999, -1.585786, -1.385677)
C (4.288458, -1.847888, -0.065408)
O (4.753696, -1.172040, 0.796969)
O (3.758255, -3.066853, 0.158193)
H (1.489669, -3.858611, -0.907894)
H (2.322017, -5.321820, -0.318904)
H (2.137586, -5.028418, -2.028089)
H (4.481756, -4.498351, -1.140082)
H (2.759582, -2.380269, -2.476601)
H (4.369487, -2.938920, -2.955164)
C (6.054087, 4.845303, -1.973261)
C (4.984102, 4.601410, -3.024602)
C (5.063714, 3.260027, -3.772813)
O (3.813806, 2.643257, -3.505392)
C (3.008728, 3.476535, -2.811319)
O (1.878904, 3.215458, -2.551722)
O (3.664953, 4.599430, -2.464111)
H (6.349499, 5.886798, -1.869412)
H (6.932317, 4.239844, -2.198648)
H (5.672349, 4.535698, -0.997454)
H (5.041591, 5.403055, -3.764215)
H (5.857419, 2.600802, -3.421484)
H (5.209352, 3.420199, -4.840980)
C (-1.587442, 0.715649, 3.317100)
C (-2.329478, 1.691267, 2.449659)
C (-3.721590, 1.221791, 1.991977)
O (-4.538613, 2.382926, 2.115762)
C (-3.913218, 3.288423, 2.886163)
O (-4.360927, 4.345749, 3.195753)
O (-2.707909, 2.834123, 3.267822)
H (-1.942403, 0.777064, 4.346058)
H (-0.518930, 0.948518, 3.382158)
H (-1.589867, -0.320489, 2.969681)
H (-1.738145, 2.079719, 1.619775)
H (-4.108504, 0.475408, 2.689467)
H (-3.732459, 0.811227, 0.985398)
C (2.696103, -4.579940, -5.558390)
C (1.525573, -3.663387, -5.762979)
C (0.296937, -4.310070, -6.424266)
O (-0.793309, -3.941288, -5.591923)
C (-0.343336, -3.370058, -4.458515)
O (-1.041752, -2.982152, -3.576799)
O (1.000500, -3.252714, -4.478666)
H (3.004180, -4.978463, -6.528593)
H (2.393329, -5.416277, -4.927908)
H (3.561048, -4.079370, -5.129080)
H (1.778917, -2.760162, -6.321256)
H (0.385825, -5.396456, -6.500095)
H (0.141266, -3.933362, -7.433241)
C (0.753284, 1.244914, -0.019047)
C (-0.085527, 0.641966, -1.103479)
C (0.292181, -0.801546, -1.462196)
O (-0.788891, -1.591551, -0.962309)
C (-1.811065, -0.787348, -0.610263)
O (-2.916669, -1.175499, -0.371299)
O (-1.467863, 0.497716, -0.690978)
H (0.494888, 2.304544, 0.021168)
H (1.812143, 1.075126, -0.217509)
H (0.574474, 0.873748, 0.994890)
H (-0.125772, 1.275173, -1.987142)
H (1.217175, -1.067643, -0.955514)
H (0.370028, -0.962458, -2.536829)
C (-6.165095, -0.130241, -0.523466)
C (-7.301419, -0.471804, -1.454035)
C (-7.208961, 0.109371, -2.871146)
O (-7.670909, -0.957935, -3.691584)
C (-7.695010, -2.107002, -2.987952)
O (-7.943500, -3.178513, -3.429016)
O (-7.315808, -1.881611, -1.700888)
H (-5.220531, -0.564797, -0.858635)
H (-6.348220, -0.424159, 0.507931)
H (-6.020179, 0.957026, -0.524703)
H (-8.236454, -0.122909, -1.003306)
H (-6.193785, 0.420030, -3.134447)
H (-7.865483, 0.964212, -3.016726)
C (-4.420352, -2.390671, 2.395028)
C (-4.299492, -3.242742, 3.630034)
C (-5.625522, -3.785048, 4.155215)
O (-5.296282, -5.099713, 4.597453)
C (-4.148234, -5.490012, 3.998052)
O (-3.692630, -6.580103, 4.036527)
O (-3.590016, -4.445619, 3.329960)
H (-3.464449, -1.929030, 2.140168)
H (-5.119870, -1.572235, 2.577864)
H (-4.730633, -2.960656, 1.519592)
H (-3.787097, -2.684179, 4.419081)
H (-6.391879, -3.868633, 3.378228)
H (-6.052543, -3.191314, 4.960584)
C (3.250185, 0.955016, 3.480892)
C (3.863429, -0.391399, 3.753780)
C (5.378590, -0.340844, 3.916440)
O (5.664697, -1.033909, 5.121882)
C (4.508447, -1.181068, 5.824032)
O (4.459378, -1.554389, 6.951129)
O (3.448081, -0.848936, 5.076903)
H (3.482514, 1.629848, 4.302258)
H (2.167232, 0.850488, 3.392670)
H (3.586082, 1.382138, 2.533668)
H (3.532957, -1.206667, 3.114939)
H (5.720948, 0.698980, 4.010692)
H (5.920711, -0.726313, 3.053280)
C (-0.517839, -6.222694, 2.753202)
C (0.196551, -5.184789, 1.923915)
C (-0.415498, -3.783311, 2.024365)
O (0.581651, -3.003672, 2.703949)
C (1.659757, -3.762432, 2.991711)
O (2.582706, -3.405509, 3.649382)
O (1.513134, -5.009679, 2.497866)
H (0.056972, -7.151003, 2.793626)
H (-1.546767, -6.450089, 2.480449)
H (-0.559564, -5.927663, 3.809510)
H (0.319649, -5.552281, 0.906739)
H (-1.326470, -3.787792, 2.618591)
H (-0.609228, -3.303464, 1.064909)
C (-4.668067, -3.595157, -1.976417)
C (-3.706223, -4.748620, -1.937204)
C (-2.457636, -4.493795, -1.068278)
O (-2.392983, -5.589996, -0.167431)
C (-3.488292, -6.392600, -0.337094)
O (-3.675854, -7.383455, 0.284913)
O (-4.310929, -5.880027, -1.267591)
H (-4.296418, -2.810393, -2.637128)
H (-4.834835, -3.185627, -0.980135)
H (-5.635506, -3.923114, -2.358395)
H (-3.409212, -5.090799, -2.929868)
H (-2.624675, -3.571656, -0.510882)
H (-1.586558, -4.412203, -1.711082)
C (8.247634, 0.852721, -1.672331)
C (7.241142, 0.739786, -0.559600)
C (7.538684, 1.441383, 0.763266)
O (6.269810, 1.996438, 1.145295)
C (5.396799, 1.875194, 0.119115)
O (4.238983, 2.114308, 0.214631)
O (6.045379, 1.464889, -0.983147)
H (7.721301, 0.749713, -2.617851)
H (8.983688, 0.054791, -1.579900)
H (8.751939, 1.817275, -1.624816)
H (6.886826, -0.283824, -0.426230)
H (8.228108, 2.275091, 0.623621)
H (7.853121, 0.757986, 1.546024)
C (3.972651, 5.933004, 0.992196)
C (2.586298, 5.657763, 1.521394)
C (1.956925, 4.346652, 1.020389)
O (1.687530, 3.617051, 2.200010)
C (2.101486, 4.294641, 3.287275)
O (1.993169, 3.867965, 4.392342)
O (2.654600, 5.467084, 2.944935)
H (4.592511, 5.034655, 1.038769)
H (4.467730, 6.736844, 1.535000)
H (3.907618, 6.224700, -0.059982)
H (1.950903, 6.521539, 1.320264)
H (2.612263, 3.732927, 0.405462)
H (1.086928, 4.593479, 0.411538)

Atoms 1-6, force components in eV/Å:
0.357 -0.103 -0.500
0.157 -0.386 0.273
0.401 0.243 0.314
-0.139 0.072 -0.037
-0.415 -0.215 0.360
0.256 -0.041 -0.206